# C25H33ClF5N2OP

3 unconnected molecules or ions with the total composition C25H33ClF5N2OP (the ωB97M-V functional and the def2-TZVPD basis, OMol25).

frontier orbital gap	0.320	Ha
LUMO energy	0.02063	Ha
net charge	0
SMILES	C#CC[PH](CCCCC)(CCCC(F)(F)C(F)(F)F)CC(=O)Cl.c1ccncc1.c1ccncc1
E_tot	-66883.9833	eV

Cartesian coordinates (Å):
C1 1.65494 -2.92300 1.94256
C2 1.17701 -1.84977 1.72903
C3 0.50023 -0.58325 1.49273
P1 1.22086 0.39575 0.06215
C4 1.06338 2.23559 0.05418
C5 2.30627 3.11791 0.13610
C6 1.92168 4.60233 0.12606
C7 3.06745 5.52169 0.53808
C8 3.50709 5.34649 2.00133
C9 -0.44119 0.18999 -0.90526
C10 -1.68192 0.87236 -0.30911
C11 -2.97909 0.05227 -0.49142
C12 -3.84479 -0.00862 0.73956
F1 -3.20244 -0.65228 1.75487
F2 -4.97435 -0.71927 0.48050
C13 -4.29813 1.37150 1.30796
F3 -5.47698 1.28943 1.91825
F4 -3.41247 1.84233 2.18686
F5 -4.41003 2.26889 0.31992
C14 2.99131 0.30644 0.88402
C15 3.09809 0.66442 2.32168
O1 2.44861 1.45456 2.92590
Cl1 4.37256 -0.25244 3.21229
H1 2.01261 -3.90148 2.15950
H2 -0.54245 -0.80470 1.26534
H3 0.50511 0.01688 2.40413
H4 1.82627 -0.20804 -1.06743
H5 0.39429 2.48769 0.88021
H6 0.54903 2.47461 -0.87750
H7 2.88299 2.92205 1.03262
H8 2.94333 2.92756 -0.73240
H9 1.08582 4.75804 0.81704
H10 1.56679 4.87940 -0.86954
H11 3.91664 5.36691 -0.13165
H12 2.75009 6.55457 0.38417
H13 3.27193 6.22749 2.59658
H14 4.58210 5.18552 2.08321
H15 3.02416 4.49357 2.47944
H16 -0.61456 -0.88742 -0.99931
H17 -0.24634 0.54687 -1.92145
H18 -1.52913 1.04643 0.75804
H19 -1.82174 1.83838 -0.78984
H20 -2.75181 -0.98456 -0.73935
H21 -3.59567 0.46283 -1.28972
H22 3.33730 -0.72173 0.77166
H23 3.70429 0.91027 0.31847
N1 -1.09819 -4.73048 1.64506
C16 -1.88212 -5.46385 0.85859
C17 -3.26598 -5.36586 0.84403
C18 -3.87139 -4.45693 1.69702
C19 -3.06797 -3.68897 2.52438
C20 -1.69278 -3.86210 2.46018
H24 -1.37485 -6.16506 0.20428
H25 -3.85009 -5.98788 0.17948
H26 -4.94815 -4.34838 1.71653
H27 -3.49400 -2.96425 3.20466
H28 -1.03504 -3.26759 3.08494
N2 1.50121 -1.00139 -3.54582
C21 0.99079 -2.20654 -3.30396
C22 0.28882 -2.94316 -4.24612
C23 0.10716 -2.39876 -5.50739
C24 0.63450 -1.14497 -5.77264
C25 1.32105 -0.48999 -4.76115
H29 1.15124 -2.59974 -2.30482
H30 -0.10312 -3.91875 -3.99322
H31 -0.43498 -2.94213 -6.27041
H32 0.51770 -0.68052 -6.74217
H33 1.74698 0.49284 -4.93188